This record from the OMol25 dataset describes an isolated molecule of C5H7N3. The level of theory is wB97M-V/def2-TZVPD.

Last column: natural (NBO) charge in e.
Atoms and positions in Å:
C -0.971471 1.210282 -0.157426  -0.043
C 0.259930 0.565071 -0.066849  -0.075
C 1.768167 0.856743 0.108465  -0.263
N 2.137051 -0.488735 0.037384  -0.479
N 1.070481 -1.442537 -0.182526  -0.202
C -0.109629 -0.929113 0.078046  0.127
C -1.515535 -1.178172 0.073373  -0.296
N -1.995470 0.301825 0.093736  -0.591
H -1.237945 2.216643 0.024593  0.215
H 1.791231 1.482471 0.993730  0.193
H 2.301871 1.564896 -0.619875  0.193
H 3.092259 -0.734501 -0.201841  0.391
H -2.111665 -1.910855 -0.580731  0.233
H -1.707298 -1.807401 0.982524  0.228
H -2.771972 0.293389 -0.582600  0.369

Cartesian forces, eV/Å:
C 3.422 -2.233 1.208
C -4.385 2.194 0.470
C -2.815 1.855 -1.697
N 0.237 -2.307 0.250
N 0.241 -1.431 1.414
C 7.607 3.075 -3.014
C -1.955 -0.595 1.018
N -2.758 -2.942 -0.679
H -0.022 1.092 -0.631
H 0.719 -0.695 1.215
H -1.000 -1.181 0.139
H -0.870 -0.553 -0.118
H 1.345 1.611 -0.414
H -0.194 1.380 0.273
H 0.427 0.730 0.565

ΔE to the lowest compared entry with this formula, charge and spin = 500.4 kJ/mol
gap between HOMO and LUMO = 8.02 eV
E_tot = -9764.2018 eV
2S+1 = 1
SMILES = C1=C2CNN=C2CN1
LUMO level = 1.0 eV